# 1
Formula: C38H42AsGeN2O4S2Sc
Source: the OMol25 dataset
Level of theory: ωB97M-V/def2-TZVPD

Summary:
Charge: +2
Molecular weight, g mol⁻¹: 847.386
E_HOMO, eV: -12.62
Gap between HOMO and LUMO, eV: 5.65

Positions of all 91 atoms, in Å:
Sc  0.657489  -1.293728  -0.332840
O  4.371275  -1.861011  1.951762
C  3.262536  -1.382197  1.340469
O  2.947627  -1.686796  0.184581
C  2.372144  -0.579331  2.148489
C  2.679093  -0.112090  3.443363
C  1.701844  0.621651  4.091094
C  0.444879  0.805491  3.465565
C  0.169535  0.273835  2.222798
N  1.159149  -0.359523  1.566986
C  -1.100467  0.514396  1.492516
O  -1.895843  1.406129  1.607648
O  -1.239048  -0.559066  0.590396
H  4.809526  -2.430063  1.286999
H  3.590004  -0.449751  3.935571
H  1.980024  1.068197  5.063559
H  -0.347738  1.336807  4.002994
S  0.799067  -0.279206  -2.455310
C  1.797989  0.932006  -3.230266
C  1.902276  0.772212  -4.616919
C  2.619076  1.668235  -5.411039
C  3.219813  2.768520  -4.795566
C  3.151522  2.933855  -3.445257
C  2.469680  2.052743  -2.604769
As  2.319817  2.252736  -0.637654
C  4.211362  2.360646  -0.153121
C  5.105219  1.432570  -0.702206
C  6.415802  1.433613  -0.309495
C  6.870273  2.206915  0.753051
C  5.944069  2.911124  1.475635
C  4.631739  2.989325  1.022146
C  1.696634  4.114852  -0.519866
C  2.544088  5.244824  -0.637220
C  2.037100  6.506490  -0.325324
C  0.690197  6.651430  -0.066809
C  -0.136741  5.549447  -0.006854
C  0.318396  4.300572  -0.249219
H  1.360396  -0.089965  -5.028675
H  2.722124  1.454228  -6.469697
H  3.778592  3.504097  -5.424264
H  3.607963  3.853365  -3.003853
H  4.738589  0.724936  -1.433627
H  7.101866  0.763725  -0.841842
H  7.900761  2.209302  1.129780
H  6.184354  3.371784  2.417412
H  3.910703  3.622641  1.612711
H  3.602326  5.065086  -0.860402
H  2.720666  7.364012  -0.476338
H  0.317231  7.689588  0.059866
H  -1.184528  5.664068  0.303876
H  -0.368543  3.446126  -0.276618
S  0.236650  -3.817034  -0.137786
C  -0.288884  -4.505944  -1.651724
N  0.387539  -4.230534  -2.827251
C  0.055740  -4.879589  -3.985636
C  -1.039908  -5.698603  -4.024742
C  -1.752103  -6.027843  -2.858412
C  -1.342887  -5.455381  -1.676638
H  1.177312  -3.616137  -2.785341
H  0.718272  -4.724210  -4.822548
H  -1.334881  -6.146591  -4.977211
H  -2.572610  -6.756080  -2.913818
H  -1.813884  -5.669309  -0.721784
C  -4.630251  -3.809240  3.680232
C  -3.123847  -4.023318  3.309866
C  -2.543623  -2.849646  2.490275
C  -3.068324  -2.906054  1.019208
Ge  -2.667984  -1.415951  -0.159365
C  -4.042330  -0.075250  -0.832812
C  -4.870312  0.867168  0.095706
C  -6.142144  0.205011  0.709082
C  -6.816921  0.996490  1.872266
H  -5.030707  -4.495550  4.393401
H  -5.208461  -3.916655  2.755433
H  -4.797035  -2.775882  3.988430
H  -3.003517  -4.918581  2.646454
H  -2.528606  -4.152207  4.201259
H  -1.448556  -2.799255  2.494081
H  -2.848927  -1.890507  2.933275
H  -4.167424  -3.075180  1.020832
H  -2.628585  -3.777809  0.494485
H  -2.092419  -2.024907  -1.486329
H  -4.780403  -0.719758  -1.349705
H  -3.515185  0.470526  -1.666583
H  -5.208507  1.746699  -0.523005
H  -4.255075  1.252411  0.903692
H  -5.892117  -0.785730  1.090919
H  -6.914131  0.008522  -0.043050
H  -5.976092  1.237316  2.525294
H  -7.540802  0.481052  2.481000
H  -7.249986  1.914712  1.484293

Cartesian forces (eV/Å) of the 3 atoms listed first:
Sc 0.749 0.324 -0.780
O -1.610 0.775 -1.323
C 1.523 -1.749 -0.819

---

# 2
Formula: C5H15N2
Source: the OMol25 dataset
Level of theory: ωB97M-V/def2-TZVPD

Summary:
Charge: +1
Molecular weight, g mol⁻¹: 103.189
E_HOMO, eV: -14.04
Gap between HOMO and LUMO, eV: 6.76

Positions of all 22 atoms, in Å:
C  0.661100  -0.968246  1.258213
C  -0.452741  -0.413816  0.517078
C  -0.857998  0.959206  0.670448
C  0.085663  2.041436  0.054694
C  0.539661  1.732418  -1.376919
N  -0.297930  -1.478388  -2.485049
N  0.206333  -1.342972  2.584122
H  1.040771  -1.863515  0.723562
H  1.536567  -0.321284  1.291959
H  0.434282  -2.153812  -2.691733
H  -1.266007  -1.123416  0.365109
H  -0.875589  1.131522  1.761331
H  -1.869310  1.066348  0.283808
H  -0.404112  3.009522  0.144133
H  0.962563  2.036116  0.698314
H  1.535715  2.103692  -1.599713
H  0.635714  0.638810  -1.448827
H  -1.132895  -1.912649  -2.870346
H  -0.199335  2.030278  -2.106217
H  -0.395890  -1.473430  -1.475568
H  -0.732652  -1.716736  2.660941
H  0.846082  -1.981088  3.040660

Cartesian forces (eV/Å) of the 3 atoms listed first:
C 2.079 -0.919 -1.124
C -1.470 0.281 2.995
C -0.453 0.512 -2.295

---

# 3
Formula: C3H7NOS
Source: the OMol25 dataset
Level of theory: ωB97M-V/def2-TZVPD

Summary:
Structure (SMILES): CNCC(=O)S
Molecular weight, g mol⁻¹: 105.162
E_HOMO, eV: -9.41
Gap between HOMO and LUMO, eV: 10.05

Positions of all 13 atoms, in Å:
C  1.722924  0.341876  -0.514050
C  -0.267612  -0.019596  0.792277
C  -1.801221  -0.345715  0.702416
H  1.534362  1.462559  -0.509138
H  2.539592  0.027664  0.218855
H  2.082120  0.146661  -1.509085
H  0.386530  -1.195346  -0.718029
H  -0.208721  1.041032  1.121127
H  0.158072  -0.659282  1.632657
H  -1.498357  0.095315  -1.621514
N  0.409111  -0.218557  -0.428624
O  -2.464344  -0.551216  1.689773
S  -2.592457  -0.125394  -0.856664

Cartesian forces (eV/Å) of the 3 atoms listed first:
C 0.481 1.707 0.031
C -0.783 -0.875 1.651
C 0.710 0.924 0.858